Entry from the Open Molecules 2025 dataset: a 12-piece molecular cluster, C20H64N2O12 overall in a non-equilibrium geometry (wB97M-V/def2-TZVPD).

For the highest occupied orbital energy, the calculation gives -9.0993 eV. As for the SMILES: NC(N)=O.CC(C)O.CC(C)O.CC(C)O.CC(C)O.CO.CO.CO.CO.CO.CO.CO. The frontier orbital gap comes out at 9.586 eV. Its energy relative to the best compared isomer or geometry (same formula, charge and spin) is 102.6 kcal/mol. The value obtained for the energy is -49318.43107 eV.

Atoms and positions in Å:
C (-3.41484, -2.25543, 2.54274)
O (-2.33114, -2.50573, 1.74335)
H (-3.94850, -1.30036, 2.39809)
H (-3.18636, -2.25696, 3.63687)
H (-4.13491, -3.07308, 2.33845)
H (-2.61616, -2.62687, 0.83667)
C (1.38257, -3.01016, -3.55313)
O (1.42072, -1.91647, -4.45033)
H (1.02844, -3.97193, -3.89664)
H (0.77614, -2.67055, -2.72356)
H (2.46832, -3.10857, -3.29097)
H (0.72884, -1.32180, -4.18296)
C (-4.72549, -1.38156, -0.74879)
O (-4.84121, -2.61360, -0.06294)
H (-5.19128, -1.49573, -1.75966)
H (-3.63767, -1.05550, -0.72123)
H (-5.31341, -0.64132, -0.23056)
H (-5.38195, -3.13337, -0.61902)
C (-1.84832, -3.33968, -1.67958)
O (-1.04122, -3.44314, -0.58936)
H (-1.30370, -3.76546, -2.45520)
H (-2.02831, -2.29724, -1.85479)
H (-2.80326, -3.82795, -1.72412)
H (-0.89454, -4.37812, -0.33520)
C (-0.35545, 0.91242, -3.69260)
O (-0.32805, -0.41286, -3.21084)
H (-0.85927, 0.88819, -4.65480)
H (0.60393, 1.34419, -3.89563)
H (-0.90709, 1.39689, -2.89748)
H (0.14081, -0.36245, -2.37221)
C (-0.43527, -0.09006, 0.09175)
O (0.39456, -0.94605, -0.61162)
H (-1.46813, -0.36268, -0.07777)
H (-0.36390, 0.89823, -0.39456)
H (-0.19374, -0.01559, 1.16066)
H (0.16400, -1.83031, -0.42233)
C (2.66683, 0.32929, -2.34836)
O (2.99669, -0.96948, -1.70986)
H (2.60480, 0.40242, -3.42080)
H (3.55772, 0.98517, -2.15721)
H (1.77844, 0.75795, -1.91811)
H (2.20965, -1.30193, -1.31883)
C (-2.96869, 2.40471, -1.95278)
O (-2.82690, 1.64678, -0.84959)
N (-3.93282, 2.39000, -2.86797)
N (-2.13488, 3.35508, -2.15130)
H (-4.73838, 1.91931, -2.36235)
H (-4.16068, 3.18455, -3.55109)
H (-2.48486, 4.16178, -2.61477)
H (-1.41410, 3.50571, -1.38922)
C (3.36717, 2.32865, 3.07308)
C (2.50909, 2.39986, 1.81376)
C (2.48930, 1.11899, 1.02320)
O (1.30282, 2.66132, 1.91805)
H (3.25465, 3.16950, 3.75069)
H (4.43554, 2.11369, 2.77209)
H (3.15253, 1.46501, 3.61487)
H (2.75251, 3.21542, 1.15789)
H (1.87887, 1.30298, 0.19038)
H (2.07470, 0.29119, 1.62366)
H (3.46397, 0.74623, 0.71244)
H (1.02267, 2.13745, 2.66042)
C (1.11688, 3.57704, -1.69499)
C (0.52061, 4.31924, -0.62452)
C (-0.02618, 5.73909, -0.95292)
O (-0.33955, 3.65692, 0.02245)
H (0.41262, 2.87973, -1.98533)
H (2.04111, 3.01043, -1.39048)
H (1.39990, 4.28021, -2.50973)
H (1.23835, 4.58258, 0.15085)
H (-0.97429, 5.61497, -1.52037)
H (0.68460, 6.39497, -1.45794)
H (-0.22691, 6.24207, 0.00335)
H (0.15240, 3.22567, 0.72172)
C (-0.90840, -0.59678, 5.08468)
C (-0.36981, -0.18960, 3.70034)
C (-1.26739, 1.00241, 3.24511)
O (0.79033, 0.13494, 3.66221)
H (-0.37527, -1.47533, 5.48714)
H (-1.89923, -1.04686, 4.96096)
H (-0.97235, 0.19989, 5.77599)
H (-0.38689, -1.05575, 3.08063)
H (-2.28266, 0.63715, 3.18897)
H (-1.05735, 1.37574, 2.30503)
H (-1.40647, 1.64774, 4.04217)
H (1.35219, -0.56547, 4.03656)
C (2.68016, -3.88033, -0.09126)
C (3.21810, -3.52947, 1.29714)
C (2.81967, -2.14854, 1.51476)
O (2.69232, -4.14832, 2.24199)
H (1.56716, -3.79273, -0.13321)
H (2.86273, -4.86948, -0.43014)
H (3.17839, -3.30073, -0.88579)
H (4.35107, -3.52166, 1.35593)
H (1.76515, -1.93289, 1.37427)
H (3.34080, -1.52533, 0.75785)
H (3.10074, -1.65824, 2.37410)
H (2.79568, -5.03424, 1.95348)